Record 1
Here is C24H36N2SiSr as an isolated structure in a non-equilibrium geometry from the OMol25 dataset. Energies are from ωB97M-V with the def2-TZVPD basis set.

Last column: Mulliken charge in e.
CARTESIAN COORDINATES (ANGSTROEM)
C 0.9936 2.4964 0.3351  -1.18
C -0.0301 2.5635 -0.6511  -0.25
C -1.2886 2.4230 0.0064  -0.80
H 0.1038 2.6935 -1.7202  0.59
C -1.0469 2.2836 1.4019  -0.72
C 0.3674 2.3309 1.6126  -0.10
H 0.8694 2.2378 2.5690  0.49
H 2.0591 2.5317 0.1488  0.37
H -2.2576 2.4044 -0.4759  0.43
H -1.8100 2.1586 2.1593  0.49
Sr -0.1204 -0.3108 0.1743  1.37
C -1.4468 -2.5549 -4.1742  -1.10
H -2.4494 -2.7852 -3.7231  0.30
H -0.8546 -3.4931 -4.3727  0.21
H -1.3719 -1.8891 -5.0928  0.31
Si -0.4743 -1.3920 -3.1879  0.24
C 1.3566 -0.9631 -3.3020  0.45
C 1.8878 0.2865 -2.9844  0.49
H 1.2236 1.1328 -2.7746  0.21
C 3.2837 0.4947 -2.9544  -0.75
H 3.6946 1.4685 -2.7085  0.45
C 4.1551 -0.5898 -3.2457  -0.45
H 5.2311 -0.4560 -3.2296  0.38
C 3.6103 -1.8594 -3.5351  -0.60
H 4.2710 -2.7129 -3.7379  0.36
C 2.2312 -2.0376 -3.5480  -0.72
H 1.7876 -3.0223 -3.7236  0.23
C -1.4138 0.3343 -3.4924  0.53
C -1.0151 1.2466 -4.5038  -0.22
H -0.1321 1.0276 -5.0721  0.42
C -1.7307 2.4434 -4.7358  -0.60
H -1.3161 3.1872 -5.4507  0.31
C -2.8684 2.7223 -3.9738  -0.27
H -3.3888 3.7007 -4.0679  0.31
C -3.3252 1.8077 -2.9884  -0.70
H -4.1770 2.0565 -2.3260  0.41
C -2.5845 0.6212 -2.7970  -0.48
H -2.9201 -0.0862 -2.0305  0.34
H -0.8524 -1.3380 -1.7225  -0.56
H -0.1036 -2.6792 -2.3224  -0.30
C 1.4927 -0.8244 2.7029  -0.79
N 0.2401 -1.5106 2.3167  0.35
C 0.4203 -2.9688 2.1947  -1.24
C -0.9888 -1.1308 3.0782  -0.20
C -0.7418 -1.0959 4.5955  -1.15
N -0.0350 0.1403 4.9669  0.47
C -0.8957 1.3129 5.0768  -1.07
C 0.7830 -0.0209 6.1538  -1.14
H 2.1033 -1.4222 3.4016  0.26
H 2.1065 -0.6372 1.7973  0.33
H 1.2773 0.1282 3.1994  0.15
H 0.7336 -3.4445 3.1422  0.31
H -0.5269 -3.4307 1.8752  0.33
H 1.1968 -3.1707 1.4401  0.35
H -1.3815 -0.1485 2.7187  -0.04
H -1.7693 -1.8723 2.8418  0.46
H -1.6995 -1.1455 5.1344  0.41
H -0.1452 -1.9696 4.8876  0.40
H -1.6099 1.2282 5.9166  0.36
H -0.2644 2.1946 5.2531  0.35
H -1.4648 1.4778 4.1551  0.18
H 1.4876 -0.8445 5.9904  0.33
H 0.1860 -0.2332 7.0599  0.35
H 1.3477 0.9044 6.3187  0.33

The HOMO-LUMO gap is 5.8920 eV. For the HOMO energy, the calculation gives -6.10 eV. For the largest force on an atom, the calculation gives 0.060 Eh/bohr. For the total energy, the calculation gives -37161.99735 eV.

Record 2
Here is a 2-piece molecular cluster, C11H18 overall in a non-equilibrium geometry from the OMol25 dataset. Energies are from ωB97M-V with the def2-TZVPD basis set.

Last column: Mulliken charge in e.
CARTESIAN COORDINATES (ANGSTROEM)
C 1.8574 -2.7022 -1.1648  -1.59
C 0.7804 -2.1858 -0.2458  0.93
C 1.0059 -2.0432 1.1268  -0.48
C 0.0191 -1.6108 1.9997  -0.73
C -1.2671 -1.4725 1.5204  -0.37
C -1.5361 -1.7336 0.1845  -0.54
C -0.5153 -2.0322 -0.7195  -0.33
H 1.7123 -3.7700 -1.3119  0.33
H 2.8409 -2.5224 -0.8234  0.42
H 1.6871 -2.2520 -2.1446  0.35
H 1.9554 -2.4181 1.4917  0.38
H 0.2795 -1.4634 3.0154  0.46
H -2.2018 -1.2532 2.0193  0.41
H -2.5303 -1.5389 -0.1939  0.41
H -0.8444 -2.0994 -1.7496  0.32
C 0.9339 2.5784 0.6839  -1.46
C -0.1170 1.8977 -0.1721  1.63
C -1.5796 1.9592 0.3606  -1.39
C -0.1058 2.3814 -1.6334  -1.52
H 0.6135 2.6042 1.7322  0.37
H 0.9862 3.6596 0.5205  0.34
H 1.8870 2.0772 0.5396  0.36
H 0.0348 0.8205 -0.2919  -0.49
H -2.0692 1.2654 -0.3162  0.25
H -1.6358 1.5629 1.3727  0.34
H -1.9189 2.9890 0.2585  0.45
H 0.8682 2.1008 -2.0458  0.38
H -0.8298 1.7764 -2.1642  0.39
H -0.3108 3.4249 -1.8491  0.39

The relative energy (zero: lowest compared OMol25 entry of this formula, charge and spin) comes out at 0.7565 eV. The HOMO-LUMO gap is 9.9945 eV. For the HOMO energy, the calculation gives -9.09 eV. For the largest force on an atom, the calculation gives 0.033 Eh/bohr. For the total energy, the calculation gives -11698.52360 eV.

Record 3
Here is C28H55O2Si4TeZn as an isolated structure in a non-equilibrium geometry from the OMol25 dataset. Energies are from ωB97M-V with the def2-TZVPD basis set.

Last column: Mulliken charge in e.
CARTESIAN COORDINATES (ANGSTROEM)
O -1.7267 -0.3590 -5.8055  -0.58
C -0.7145 -0.5138 -4.7424  0.40
C -0.3550 1.0006 -4.8487  -0.27
H 0.0993 -1.1652 -5.0391  -0.04
H -1.0993 -0.8227 -3.7672  -0.49
C -1.7748 1.0840 -5.5013  1.64
H 0.4811 1.0817 -5.5652  0.06
H -0.1256 1.5486 -3.9359  0.13
C -1.9509 1.9115 -6.7661  -1.51
H -1.4852 1.5170 -7.6772  0.25
H -1.5133 2.9034 -6.5707  0.31
H -3.0236 2.0506 -6.9908  0.42
C -2.8537 1.3648 -4.4217  -1.19
H -2.4475 1.4705 -3.3937  -0.19
H -3.5847 0.5326 -4.4515  0.30
H -3.4054 2.3037 -4.5652  0.45
Zn 0.3084 0.4694 -1.0708  0.59
C 1.5553 2.9261 0.1626  -0.47
C 2.6433 2.0518 0.4041  -0.35
C 2.8499 1.2471 -0.7408  -1.04
H 3.2415 2.0453 1.3199  0.36
C 1.8784 1.6050 -1.7381  -0.34
C 1.0403 2.6519 -1.1377  -0.77
H 0.2790 3.2233 -1.6753  0.54
H 1.2190 3.7035 0.8481  0.49
H 3.6431 0.5088 -0.8798  0.34
H 1.9202 1.3579 -2.8025  0.87
C -1.5157 -1.1103 0.7952  0.01
C -1.6196 0.3259 0.4747  -0.55
C -1.8002 0.4598 -0.9370  -0.42
H -1.8559 1.1007 1.1991  0.30
C -1.9488 -0.8840 -1.4748  -0.38
C -1.6492 -1.8112 -0.4877  -1.32
H -1.6350 -2.8980 -0.5761  0.36
H -1.9174 -1.5349 1.7220  0.01
H -2.1170 1.3919 -1.4341  0.83
H -2.4304 -1.1031 -2.4377  0.71
O 0.9681 -0.7413 -6.7986  -0.24
C 0.4381 -0.4501 -8.1508  -0.40
C 1.0680 -1.4042 -9.1765  -0.51
H 0.6690 0.5957 -8.3767  0.37
H -0.6687 -0.5568 -8.1323  0.20
C 1.7269 -2.5122 -8.3282  -0.51
H 1.8015 -0.8527 -9.7874  0.22
H 0.2799 -1.8205 -9.8187  0.27
C 1.4693 -2.0729 -6.8699  -0.59
H 2.7703 -2.7012 -8.5961  0.28
H 1.1760 -3.4458 -8.4753  0.24
H 2.3493 -2.1093 -6.2253  0.38
H 0.7205 -2.7684 -6.4531  0.28
C -3.1644 -0.2263 4.2903  -1.08
Si -1.6873 -1.2484 4.8544  0.37
C -1.6806 -1.2730 6.7363  -0.95
C -1.9073 -3.0185 4.2616  -1.13
Si 0.2873 -0.3601 3.8869  0.37
Te 0.8144 -0.9601 1.4675  -0.80
Si 0.2361 1.9017 4.5334  0.48
C -0.1727 2.0629 6.3719  -1.00
C 1.8891 2.7357 4.2057  -0.66
C -1.0787 2.7803 3.5071  -0.84
Si 2.1161 -1.4521 4.8817  0.49
C 2.0365 -1.5112 6.7574  -1.12
C 2.1677 -3.2171 4.2345  -1.01
C 3.6595 -0.5354 4.3251  -0.94
H -4.0777 -0.7835 4.5473  0.43
H -3.1560 -0.0705 3.2052  0.25
H -3.2136 0.7531 4.7824  0.26
H -2.4612 -1.9781 7.0615  0.37
H -0.7268 -1.6106 7.1572  0.17
H -1.9198 -0.2911 7.1627  0.27
H -2.0226 -3.0896 3.1736  0.32
H -1.0622 -3.6516 4.5606  0.24
H -2.8198 -3.4181 4.7301  0.42
H 0.4947 1.4679 7.0115  0.22
H -0.0463 3.1218 6.6495  0.38
H -1.2098 1.7779 6.5939  0.21
H 2.0920 2.8001 3.1289  -0.14
H 1.8332 3.7608 4.6041  0.41
H 2.7312 2.2263 4.6898  0.20
H -0.8743 2.6973 2.4294  0.01
H -2.0909 2.4006 3.7026  0.25
H -1.0537 3.8476 3.7782  0.44
H 1.3536 -2.2947 7.1088  0.29
H 3.0428 -1.7555 7.1289  0.38
H 1.7350 -0.5542 7.2003  0.21
H 2.1234 -3.2424 3.1385  0.21
H 3.1182 -3.6678 4.5572  0.41
H 1.3464 -3.8293 4.6291  0.28
H 3.6098 -0.2257 3.2736  0.17
H 3.8456 0.3527 4.9417  0.30
H 4.5149 -1.2176 4.4371  0.40

Its net charge is -1. The relative energy (zero: lowest compared OMol25 entry of this formula, charge and spin) comes out at 0.0000 eV. The HOMO-LUMO gap (spin up / spin down) is 4.1614 / 4.1622 eV. For the HOMO energy (spin up / spin down), the calculation gives -1.80 / -1.80 eV. For the largest force on an atom, the calculation gives 0.075 Eh/bohr. For the total energy, the calculation gives -121243.81417 eV.

Record 4
Here is a 2-piece molecular cluster, C15H28IN2O9P2 overall in a non-equilibrium geometry from the OMol25 dataset. Energies are from ωB97M-V with the def2-TZVPD basis set.

Last column: Mulliken charge in e.
CARTESIAN COORDINATES (ANGSTROEM)
C -1.1033 5.8914 3.1426  -1.11
C -2.1296 4.8669 2.5690  0.24
O -2.4389 3.9415 3.6322  -0.40
C -3.5251 3.1156 3.3508  -0.39
O -3.1359 1.7626 3.0523  -0.40
C -2.5237 1.6323 1.8501  0.42
O -2.8397 2.2653 0.8765  -0.51
C -1.4433 0.5727 1.8442  0.37
C -1.0279 0.0312 3.0647  -0.21
C -0.0681 -0.9720 3.0687  0.09
C 0.4081 -1.5738 4.3772  -1.58
C 1.4939 -0.6592 5.0242  0.22
O 0.8357 0.3646 5.7708  -0.55
C 2.3956 0.0814 4.0221  -0.84
N 3.1508 -0.8443 3.1355  -0.58
N 0.4566 -1.4315 1.9282  0.23
C 0.0858 -0.9119 0.7450  -0.63
C -0.8615 0.0826 0.6516  0.36
P -1.3616 0.7063 -1.0366  -0.23
O -0.4296 -0.2360 -2.0389  -0.25
I -0.4451 2.9821 -1.1972  0.01
H -0.2101 5.9144 2.5024  0.31
H -1.5652 6.8813 3.2076  0.30
H -0.7560 5.5326 4.1213  0.31
H -1.5790 4.2974 1.8041  -0.04
H -3.0050 5.3868 2.1631  0.32
H -4.2069 3.5464 2.6027  0.39
H -4.1095 3.0523 4.2796  0.33
H -1.4457 0.3463 4.0160  0.54
H -0.4685 -1.6399 5.0401  0.59
H 0.7458 -2.6131 4.2459  0.38
H 2.1438 -1.2070 5.7239  0.31
H 0.0802 0.0031 6.2456  0.35
H 3.1417 0.6165 4.6290  0.49
H 1.8528 0.8667 3.4714  0.27
H 2.8935 -0.6197 2.1770  0.18
H 4.1233 -0.5536 3.1786  0.30
H 1.1638 -2.1639 1.9473  0.47
H 0.5452 -1.3025 -0.1637  0.66
H 0.4839 0.0928 -2.0783  0.30
C 1.1322 -1.9065 -4.1146  -0.70
O 1.0185 -3.1053 -4.8548  -0.44
P 1.1218 -3.1571 -6.5225  1.03
O 1.6264 -1.7730 -6.8081  -0.66
O -0.4681 -3.3393 -6.6995  -0.33
C -1.3548 -2.3351 -6.2363  -0.58
O 1.3359 -3.8102 -8.0456  -0.26
C 2.6550 -4.3083 -8.3385  -0.72
H 2.0716 -1.9160 -3.5536  0.35
H 1.0782 -1.0018 -4.7145  0.40
H 0.3065 -1.8897 -3.4039  0.24
H -0.9281 -1.3383 -6.3590  0.33
H -1.6122 -2.5114 -5.1902  0.19
H -2.2651 -2.3975 -6.8294  0.30
H 3.0033 -4.9780 -7.5528  0.33
H 3.3510 -3.4754 -8.4503  0.31
H 2.6064 -4.8618 -9.2730  0.24

Its net charge is +1. The relative energy (zero: lowest compared OMol25 entry of this formula, charge and spin) comes out at 1.0129 eV. The HOMO-LUMO gap is 6.4921 eV. For the HOMO energy, the calculation gives -11.49 eV. For the largest force on an atom, the calculation gives 0.143 Eh/bohr. For the total energy, the calculation gives -64088.25673 eV.

Record 5
Here is one molecule with the formula C4H6O2 from the OMol25 dataset. Energies are from ωB97M-V with the def2-TZVPD basis set.

Last column: Mulliken charge in e.
CARTESIAN COORDINATES (ANGSTROEM)
C -0.5786 0.9755 0.9431  -1.08
C 0.5451 0.7481 -0.0809  -0.27
C 0.7499 -0.7358 -0.2073  0.45
O 1.5798 -1.3776 0.3986  -0.51
C -0.2459 -1.5027 -1.0821  -0.03
O -1.2161 -0.9834 -1.5758  -0.45
H -1.5448 0.7052 0.5082  0.32
H -0.6160 2.0205 1.2594  0.31
H -0.4143 0.3589 1.8331  0.32
H 0.2602 1.1726 -1.0495  0.26
H 1.4871 1.1966 0.2471  0.31
H -0.0064 -2.5781 -1.1941  0.37

The relative energy (zero: lowest compared OMol25 entry of this formula, charge and spin) comes out at 0.9823 eV. The HOMO-LUMO gap is 9.3241 eV. For the HOMO energy, the calculation gives -9.83 eV. For the largest force on an atom, the calculation gives 0.012 Eh/bohr. For the total energy, the calculation gives -8339.47886 eV.

Record 6
Here is C6H7NOPbSe4 as an isolated structure from the OMol25 dataset. Energies are from ωB97M-V with the def2-TZVPD basis set.

Last column: Mulliken charge in e.
CARTESIAN COORDINATES (ANGSTROEM)
Pb 1.9854 -0.5144 0.5874  1.14
O 1.5350 1.8952 0.0868  -0.49
C 0.4060 2.1298 -0.7513  -0.52
C -0.6470 1.0647 -0.6225  0.81
C -1.9112 1.3741 -1.1142  -0.75
C -2.9312 0.4506 -1.0136  -0.22
C -2.6541 -0.7671 -0.4021  -0.74
C -1.3718 -1.0141 0.0425  -0.03
N -0.3722 -0.1261 -0.0747  -0.37
H 2.1094 2.6732 0.0756  0.30
H 0.7127 2.1712 -1.8071  0.35
H -0.0546 3.0860 -0.4822  0.39
H -2.0714 2.3375 -1.5676  0.38
H -3.9143 0.6746 -1.3961  0.46
H -3.4211 -1.5171 -0.2860  0.41
H -1.1266 -1.9566 0.5048  0.40
Se 2.0496 -1.6244 3.2946  -0.02
Se 3.4911 -3.3576 3.5617  0.26
Se 4.4417 -4.0871 1.5629  0.27
Se 3.7446 -2.8923 -0.1991  -0.05

Its net charge is +2. The HOMO-LUMO gap (spin up / spin down) is 6.2478 / 6.0891 eV. For the HOMO energy (spin up / spin down), the calculation gives -15.69 / -15.72 eV. For the largest force on an atom, the calculation gives 0.017 Eh/bohr. For the total energy, the calculation gives -276490.11475 eV.

Record 7
Here is an isolated ion of composition C9H12FN2 and charge +1 in a non-equilibrium geometry from the OMol25 dataset. Energies are from ωB97M-V with the def2-TZVPD basis set.

Last column: Mulliken charge in e.
CARTESIAN COORDINATES (ANGSTROEM)
C 2.7881 -0.3090 1.4872  -0.86
N 1.3297 -0.2307 1.2313  0.01
C 0.9199 0.8837 0.3292  -0.77
C -0.3730 0.6327 -0.4716  0.81
C -0.9177 1.7162 -1.1224  -0.60
C -2.1503 1.7485 -1.6758  -0.46
C -2.9418 0.6142 -1.6017  -0.62
C -2.4153 -0.5384 -1.0546  -0.52
C -1.1010 -0.5756 -0.4107  -0.17
N -0.5621 -1.6564 0.4364  0.15
F -1.1690 -2.9074 0.3466  -0.21
C 0.8590 -1.6690 0.6767  -0.70
H 3.2046 0.6181 1.0976  0.37
H 2.8399 -0.4373 2.5680  0.35
H 3.1833 -1.0998 0.9471  0.37
H 0.9064 -0.0391 2.1162  0.39
H 1.7272 1.1662 -0.3771  0.43
H 0.8351 1.7229 0.9457  0.51
H -0.2407 2.6247 -1.2808  0.27
H -2.3952 2.7174 -2.2564  0.29
H -3.9362 0.5361 -1.9364  0.44
H -2.9269 -1.4298 -1.0525  0.54
H 1.1058 -2.5156 1.2939  0.45
H 1.4301 -1.5726 -0.2355  0.53

Its net charge is +1. The relative energy (zero: lowest compared OMol25 entry of this formula, charge and spin) comes out at 0.0000 eV. The HOMO-LUMO gap is 9.2096 eV. For the HOMO energy, the calculation gives -12.27 eV. For the largest force on an atom, the calculation gives 0.070 Eh/bohr. For the total energy, the calculation gives -15215.15625 eV.

Record 8
Here is C15H24AuN2O6S3 as an isolated structure from the OMol25 dataset. Energies are from ωB97M-V with the def2-TZVPD basis set.

Last column: Mulliken charge in e.
CARTESIAN COORDINATES (ANGSTROEM)
Au 0.1079 0.3973 -3.6108  0.39
O -2.4206 3.7221 -2.8995  -0.77
S -1.4085 2.7606 -2.5356  1.42
O -1.9339 1.5259 -1.9621  -0.71
O -0.4837 2.4610 -3.6715  -0.79
C -0.4247 3.5830 -1.2417  0.10
C -1.0517 4.7272 -0.7563  -0.48
C -0.4826 5.5223 0.2264  -0.55
C 0.7565 5.1801 0.7355  -0.59
C 1.3869 4.0380 0.2660  -0.57
C 0.8227 3.2224 -0.7101  -0.10
S 1.8011 1.7322 -1.0675  1.30
O 2.8888 1.7535 -0.1025  -0.77
O 0.8620 0.6362 -0.8249  -0.19
O 2.2212 1.8541 -2.4518  -0.69
H -2.0072 5.0007 -1.1784  0.50
H -1.0101 6.4016 0.5746  0.37
H 1.2365 5.7842 1.4957  0.38
H 2.3470 3.7446 0.6647  0.53
C 1.9298 -0.9282 1.9241  -0.67
C 3.1643 -1.5875 1.3146  -0.29
C 2.8960 -2.8264 0.4559  -1.09
C 2.2155 -2.5784 -0.8854  -0.49
N 0.7789 -2.3469 -0.7124  0.09
C 0.0250 -1.7843 -1.6635  0.10
S 0.5522 -1.8265 -3.3244  -0.47
N -1.0934 -1.1721 -1.3294  0.31
C -1.6326 -1.0342 0.0029  -0.99
C -2.3953 -2.2659 0.4799  -0.32
C -2.9334 -2.0873 1.8937  -0.30
C -3.7180 -3.2984 2.3790  -1.30
H 2.2229 -0.1760 2.6573  0.42
H 1.2991 -1.6627 2.4416  0.31
H 1.3515 -0.4022 1.1630  -0.15
H 3.8427 -1.8877 2.1194  0.33
H 3.6903 -0.8366 0.7195  0.26
H 2.3162 -3.5644 1.0256  0.30
H 3.8533 -3.3059 0.2360  0.39
H 2.3526 -3.4377 -1.5421  0.47
H 2.6545 -1.7065 -1.3762  0.32
H 0.5066 -2.1379 0.2364  -0.02
H -1.6008 -0.7280 -2.0818  0.20
H -2.2737 -0.1521 -0.0177  0.59
H -0.8278 -0.7767 0.7006  -0.09
H -1.7387 -3.1415 0.4418  0.30
H -3.2187 -2.4657 -0.2120  0.35
H -3.5664 -1.1956 1.9278  0.32
H -2.0984 -1.8903 2.5737  0.32
H -4.5728 -3.4964 1.7289  0.32
H -4.0958 -3.1529 3.3920  0.39
H -3.0932 -4.1942 2.3810  0.31

Its net charge is -1. The relative energy (zero: lowest compared OMol25 entry of this formula, charge and spin) comes out at 0.0974 eV. The HOMO-LUMO gap is 8.1356 eV. For the HOMO energy, the calculation gives -5.51 eV. For the largest force on an atom, the calculation gives 0.018 Eh/bohr. For the total energy, the calculation gives -67411.57805 eV.